Record 1
ORCA calculation (the ωB97M-V functional and the def2-TZVPD basis) on a cluster of 2 separate species, C23H26BrClNO5S in total.

Atoms and positions in Å:
C -0.8567 4.7599 0.9106
C -1.7943 4.7336 -0.0259
C -2.3095 3.5134 -0.7598
C -1.4356 2.2960 -0.6730
C -1.5534 1.4103 0.4097
C -2.5930 1.5831 1.4929
C -2.1253 2.3558 2.7606
C -2.0348 1.4766 4.0315
S -3.0786 2.0205 5.4036
C -0.6931 0.3127 0.4863
C -0.7444 -0.6426 1.6510
O 0.0161 -0.5326 2.5624
O -1.7440 -1.5623 1.6179
C -1.4529 -2.7626 0.8844
C -0.4216 -3.6196 1.5924
O 0.3810 -4.2701 0.9859
C 0.2666 0.1056 -0.5000
Cl 1.3729 -1.1936 -0.4410
C 0.3088 0.9685 -1.5652
N -0.5258 2.0219 -1.6530
C -0.3871 2.7995 -2.9157
Br 0.2062 4.6099 -2.6111
C -1.6176 2.6797 -3.8357
C -1.3730 1.6115 -4.9058
H -0.1755 3.9299 1.0593
H -0.7211 5.6423 1.5213
H -2.2455 5.6667 -0.3477
H -3.2570 3.2542 -0.2863
H -2.5539 3.7898 -1.7810
H -3.5005 2.0279 1.0943
H -2.8828 0.5853 1.8254
H -2.8446 3.1450 2.9663
H -1.1526 2.8069 2.5867
H -1.0218 1.4968 4.4298
H -2.2560 0.4299 3.8243
H -4.2676 1.9576 4.7891
H -2.3819 -3.3330 0.8328
H -1.1385 -2.5568 -0.1402
H -0.4670 -3.6181 2.6944
H 1.0116 0.8057 -2.3685
H 0.4445 2.3448 -3.4418
H -1.7917 3.6503 -4.2955
H -2.5038 2.4132 -3.2624
H -0.5282 1.8996 -5.5307
H -2.2512 1.5225 -5.5416
H -1.1832 0.6448 -4.4372
C 4.1590 -6.1321 0.4651
C 3.7983 -4.8851 0.1758
C 4.7669 -3.9219 -0.4025
O 4.4407 -2.7810 -0.6666
C 6.1500 -4.3969 -0.6476
C 6.5116 -5.6439 -0.3588
C 5.5440 -6.6120 0.2202
O 5.8705 -7.7471 0.4817
H 3.4716 -6.8533 0.8885
H 2.7936 -4.5183 0.3482
H 6.8365 -3.6744 -1.0700
H 7.5146 -6.0142 -0.5279

Output
gap between HOMO and LUMO	6.820	eV
calculated total energy	-4755.03879	Eh
charge	+1
LUMO energy	-4.503	eV

These are the Mulliken partial charges, in e, on atoms 1 to 5: -1.041, -0.190, -1.164, 0.522, 0.441

=====

Record 2
ORCA calculation (the ωB97M-V functional and the def2-TZVPD basis) on the molecule C2H3N3OS.

Atoms and positions in Å:
O -0.1905 1.8188 -0.0048
N 0.1608 0.5043 -0.0024
N 1.4438 0.1221 -0.0058
C 1.3110 -1.1940 -0.0019
N 0.0302 -1.6408 -0.0089
C -0.6814 -0.5303 -0.0015
S -2.4254 -0.4344 -0.0011
H 0.6559 2.2755 0.0156
H 2.1611 -1.8536 0.0237
H -2.4656 0.9325 -0.0128

Output
gap between HOMO and LUMO	9.750	eV
calculated total energy	-715.63917	Eh
energy relative to the best compared isomer or geometry (same formula, charge and spin)	149.82	kJ/mol
LUMO energy	0.591	eV
SMILES	On1ncnc1S

These are the Mulliken partial charges, in e, on atoms 1 to 5: -0.453, 0.832, -0.870, -0.102, -0.587

=====

Record 3
ORCA calculation (the ωB97M-V functional and the def2-TZVPD basis) on a cluster of 2 separate species, C2H3I3O2 in total.

Atoms and positions in Å:
O -1.5541 1.5361 1.6694
C -0.7340 1.0849 0.6621
I 0.8922 2.2961 -0.0140
C -0.8830 -0.0622 -0.0318
I -2.4918 -1.3706 0.1562
H -2.2203 0.9423 1.8765
H -0.1860 -0.2849 -0.8540
O 2.1838 -1.5622 -1.6835
I 2.2909 -1.7872 0.2627
H 2.7023 -0.7925 -2.0437

Output
gap between HOMO and LUMO	7.950	eV
calculated total energy	-1121.48815	Eh
energy relative to the best compared isomer or geometry (same formula, charge and spin)	161.28	kJ/mol
LUMO energy	-0.783	eV
SMILES	O/C(I)=C\I.OI

These are the Mulliken partial charges, in e, on atoms 1 to 5: -0.434, 0.419, 0.065, -0.784, 0.050

=====

Record 4
ORCA calculation (the ωB97M-V functional and the def2-TZVPD basis) on the molecule C4H12N2O.

Atoms and positions in Å:
C 1.5105 0.1565 0.2782
C 0.0211 0.2110 -0.0682
N -0.1112 0.2326 -1.5231
C -0.7449 -0.9699 0.5653
N -0.3173 -2.2255 -0.0342
C -0.5688 1.5428 0.4359
O 0.0063 2.6328 -0.2289
H 1.9836 1.0836 -0.0343
H 1.9965 -0.6679 -0.2373
H 1.6460 0.0399 1.3505
H -1.0956 0.2254 -1.7754
H 0.2965 -0.6137 -1.9059
H -1.8122 -0.8515 0.3501
H -0.6192 -0.9356 1.6601
H -0.9064 -2.9855 0.2869
H 0.6342 -2.4387 0.2463
H -1.6606 1.5363 0.2817
H -0.3737 1.6745 1.5026
H 0.1152 2.3530 -1.1504

Output
gap between HOMO and LUMO	10.432	eV
calculated total energy	-344.35526	Eh
energy relative to the best compared isomer or geometry (same formula, charge and spin)	78.14	kJ/mol
LUMO energy	0.848	eV
SMILES	C[C@@](N)(CN)CO

These are the Mulliken partial charges, in e, on atoms 1 to 5: -1.795, 1.524, -0.777, -1.102, -0.548